{
  "formula": "BrH2OPS",
  "method": "the ωB97M-V functional and the def2-TZVPD basis",
  "species": ["Br", "S", "P", "O", "H", "H"],
  "xyz": [[-2.639, 0.468, 0.251], [0.771, 1.011, 0.197], [1.295, -0.982, -0.078], [0.052, -1.710, 0.058], [-1.498, -0.198, -0.292], [2.019, 1.410, -0.137]],
  "lowdin_charge": [0.321, 0.332, 0.485, -0.600, -0.347, -0.191],
  "smiles": "O=PS.Br",
  "homo_ev": -10.158,
  "max_force_ev_per_a": 2.0,
  "e_above_lowest_ev": 0.6949,
  "orbital_gap_ev": 9.3,
  "total_charge": 0
}



{
  "formula": "C28H24N2O2PdS3",
  "method": "the ωB97M-V functional and the def2-TZVPD basis",
  "species": ["Pd", "S", "S", "S", "O", "O", "N", "N", "C", "C", "C", "C", "C", "C", "C", "C", "C", "C", "C", "C", "C", "C", "C", "C", "C", "C", "C", "C", "C", "C", "C", "C", "C", "C", "C", "C", "H", "H", "H", "H", "H", "H", "H", "H", "H", "H", "H", "H", "H", "H", "H", "H", "H", "H", "H", "H", "H", "H", "H", "H"],
  "xyz": [[-0.414, 0.184, 0.008], [-2.189, 1.600, -0.319], [-3.526, 2.201, -2.967], [2.449, 1.134, 2.360], [0.896, -1.567, 0.185], [1.152, 1.334, 1.663], [-0.370, 0.055, -2.171], [-1.456, 0.633, -2.802], [-4.614, -1.293, -2.997], [1.378, -1.301, 6.064], [-4.895, 1.129, -2.430], [-4.721, -2.372, -3.870], [-0.622, -1.705, -3.860], [-5.851, -0.974, -5.455], [2.012, 4.699, 4.219], [1.748, 3.475, 3.623], [2.039, 0.172, 3.825], [3.747, -2.983, -1.535], [1.342, -1.652, -2.200], [0.714, 0.101, 4.219], [2.241, -2.109, -3.165], [2.804, 2.661, 3.241], [3.441, -2.755, -2.877], [-5.738, 0.098, -4.583], [0.389, -0.636, 5.350], [-2.203, 1.379, -2.036], [4.375, 4.300, 4.027], [2.877, -2.580, -0.541], [3.324, 5.113, 4.423], [-5.112, -0.043, -3.345], [-5.335, -2.217, -5.102], [4.114, 3.071, 3.428], [1.650, -1.879, -0.795], [2.699, -1.242, 5.643], [3.032, -0.505, 4.512], [0.082, -1.035, -2.701], [4.672, -3.488, -1.266], [-4.111, -1.411, -2.043], [-4.596, 0.807, -1.433], [-0.043, 0.568, 3.596], [-5.397, -3.051, -5.792], [3.524, 6.078, 4.872], [1.991, -1.928, -4.208], [-0.345, -2.760, -3.923], [-0.363, -1.225, -4.812], [4.925, 2.432, 3.096], [-0.647, -0.714, 5.657], [0.733, 3.156, 3.404], [3.468, -1.783, 6.182], [-6.328, -0.839, -6.420], [1.115, -1.889, 6.934], [-5.788, 1.751, -2.345], [-6.122, 1.073, -4.867], [-4.304, -3.331, -3.587], [4.114, -3.060, -3.671], [-1.702, -1.608, -3.754], [1.190, 5.341, 4.511], [5.398, 4.624, 4.172], [3.100, -2.769, 0.505], [4.055, -0.466, 4.154]],
  "lowdin_charge": [0.195, 0.345, 0.756, 0.982, -0.212, -0.562, -0.083, -0.102, -0.041, -0.109, -0.473, -0.099, -0.066, -0.113, -0.084, -0.061, -0.360, -0.171, -0.118, -0.056, -0.102, -0.369, -0.173, -0.069, -0.079, -1.142, -0.105, -0.064, -0.111, -0.295, -0.122, -0.096, -0.407, -0.103, -0.091, -0.310, 0.072, 0.121, 0.035, 0.104, 0.086, 0.090, 0.092, 0.065, 0.069, 0.102, 0.099, 0.117, 0.092, 0.086, 0.090, 0.064, 0.104, 0.098, 0.062, 0.042, 0.099, 0.092, 0.085, 0.103],
  "homo_ev": [1.665, 1.657],
  "max_force_ev_per_a": 0.9,
  "e_above_lowest_ev": 1.5876,
  "orbital_gap_ev": [2.4, 2.4],
  "total_charge": -2
}



{
  "formula": "C4H5N3O",
  "method": "the ωB97M-V functional and the def2-TZVPD basis",
  "species": ["O", "N", "N", "N", "C", "C", "C", "C", "H", "H", "H", "H", "H"],
  "xyz": [[-1.466, -1.684, 1.167], [0.220, 0.233, -1.117], [-0.225, 0.564, 0.988], [0.299, 1.044, -0.125], [-1.119, -2.274, -0.241], [-0.464, -0.815, -0.717], [1.274, 2.126, 0.001], [-0.685, -0.624, 0.632], [0.962, 3.298, 0.063], [1.918, 1.933, -0.711], [-2.139, -2.617, -0.821], [2.022, 2.033, 0.826], [-0.597, -3.215, 0.056]],
  "lowdin_charge": [-0.026, 0.105, 0.161, -0.250, 0.001, -0.109, -0.016, -0.377, 0.144, 0.008, 0.151, 0.096, 0.113],
  "homo_ev": -9.466,
  "max_force_ev_per_a": 5.3,
  "e_above_lowest_ev": 6.9087,
  "orbital_gap_ev": 10.2,
  "total_charge": 0
}



{
  "formula": "C24H20CrN3OTe",
  "method": "the ωB97M-V functional and the def2-TZVPD basis",
  "species": ["Te", "Cr", "O", "N", "N", "N", "C", "C", "C", "C", "C", "C", "C", "C", "C", "C", "C", "C", "C", "C", "C", "C", "C", "C", "C", "C", "C", "C", "C", "C", "H", "H", "H", "H", "H", "H", "H", "H", "H", "H", "H", "H", "H", "H", "H", "H", "H", "H", "H", "H"],
  "xyz": [[0.425, 0.435, 1.438], [-1.141, -0.139, -0.721], [-3.766, -2.138, -3.091], [-2.270, -1.718, 0.138], [-2.349, -0.551, -2.201], [-0.816, 1.515, -2.085], [4.179, 2.266, -1.030], [-3.115, -1.677, -2.157], [-0.649, 3.533, -4.021], [-3.458, -2.857, 1.834], [0.551, -1.054, 4.078], [3.911, 2.722, 0.301], [2.574, -1.932, 5.045], [1.237, -1.604, 5.156], [-1.530, 2.503, -4.175], [-0.033, 2.549, -1.904], [-1.551, 1.503, -3.231], [-2.454, -2.026, 1.417], [2.483, 0.562, -0.772], [2.910, 2.055, 1.047], [-4.208, -3.055, -0.403], [2.189, 1.034, 0.494], [-3.167, -2.223, -0.765], [-2.425, 0.256, -3.401], [1.249, -0.893, 2.875], [2.567, -1.300, 2.717], [3.228, -1.812, 3.818], [-4.331, -3.387, 0.932], [0.056, 3.605, -2.835], [3.444, 1.194, -1.541], [-5.135, -4.003, 1.303], [0.554, 2.498, -1.050], [-4.830, -3.358, -1.208], [5.025, 2.678, -1.564], [-1.732, -1.603, 2.119], [-2.034, -0.276, -4.283], [-2.237, 2.348, -4.994], [2.736, 2.351, 2.028], [3.039, -2.352, 5.972], [4.522, 3.467, 0.746], [1.901, -0.304, -1.204], [0.639, 4.444, -2.610], [3.079, -1.215, 1.752], [-0.423, -0.663, 4.199], [-3.498, 0.493, -3.593], [4.270, -2.085, 3.702], [0.757, -1.773, 6.105], [-3.566, -3.085, 2.884], [-0.548, 4.298, -4.752], [3.739, 0.771, -2.514]],
  "mulliken_spin": [-0.042, 3.907, 0.019, -0.054, 0.062, -0.086, 0.001, 0.081, 0.005, -0.005, -0.002, 0.001, -0.001, 0.001, 0.006, 0.029, 0.082, 0.012, -0.001, 0.002, -0.001, 0.021, -0.004, -0.009, 0.014, -0.001, 0.001, 0.009, 0.003, -0.001, 0.001, -0.027, 0.000, 0.000, -0.012, -0.003, 0.000, 0.000, 0.000, 0.000, -0.004, 0.000, 0.001, 0.001, -0.005, 0.000, 0.000, 0.000, 0.001, 0.000],
  "spin_multiplicity": 5,
  "homo_ev": [-11.162, -11.608],
  "max_force_ev_per_a": 2.6,
  "s2": 6.02,
  "e_above_lowest_ev": 0.0000,
  "orbital_gap_ev": [8.3, 8.6],
  "total_charge": 1
}